The following is a quantum chemistry calculation of the ion C10H22IN2 with charge +1, from OMol25.

Element x y z (Å)
I (4.435, 0.013, 0.100)
N (1.431, -1.032, -0.172)
N (-2.285, -0.070, -0.643)
C (2.005, 1.381, -0.825)
C (-2.834, 0.395, 0.628)
C (2.257, 0.262, 0.133)
C (-0.840, 0.162, -0.837)
C (-4.417, 0.418, 0.518)
C (1.638, -1.558, -1.490)
C (1.875, -2.124, 0.814)
C (-0.020, -0.962, -0.019)
C (2.570, 2.596, -0.789)
C (1.756, 0.777, 1.588)
H (-4.804, 0.749, 1.425)
H (-2.405, 1.326, 0.883)
H (2.089, 1.805, 1.775)
H (-0.390, -0.785, 0.930)
H (1.358, -2.683, -1.497)
H (0.881, -1.035, -2.243)
H (1.928, -3.023, 0.288)
H (-0.539, -0.016, -1.851)
H (-2.816, 0.448, -1.360)
H (2.684, -1.499, -1.782)
H (2.269, 3.455, -1.449)
H (1.319, -2.037, 1.745)
H (2.833, -1.808, 1.118)
H (-4.643, -0.490, 0.098)
H (-4.675, 1.154, -0.194)
H (-2.503, -0.239, 1.412)
H (0.679, 0.641, 1.563)
H (-0.663, 1.215, -0.504)
H (3.392, 2.740, -0.067)
H (1.357, 1.115, -1.696)
H (2.138, 0.158, 2.300)
H (-0.709, -1.771, -0.276)

Multiplicity: 1
Energy relative to the best compared isomer or geometry (same formula, charge and spin), kcal per mole: 3.0
Total charge: +1
Largest force on an atom, eV/Å: 5.06
Molar mass, g/mol: 297.2
SMILES: C=C[C@](C)(I)[N+](C)(C)CCNCC
Lowest unoccupied orbital energy, eV: -3.56